Entry 1:
The following is a DFT calculation (ωB97M-V with the def2-TZVPD basis set) of C7H15Cl12NO2 as an isolated structure.

Calculated values
ΔE to the lowest compared entry with this formula, charge and spin: 279.2 kcal per mole
Max |F|: 14.5 eV/A
Total energy: -163341.0972 eV
M: 570.64 g mol⁻¹
Highest occupied orbital energy: -9.09 eV

XYZ file:
```
37
Properties=species:S:1:pos:R:3:forces:R:3
C 0.2265 -0.1056 0.1158 0.329 -5.353 -4.193
N -0.2136 -1.1361 -0.9012 -1.187 0.351 -1.475
O -0.4874 -2.2894 -0.5721 1.740 3.852 1.366
O -0.3120 -0.7778 -2.0723 -0.477 0.342 0.718
H 1.1174 -0.5870 0.5192 -0.282 -0.246 -0.908
H -0.5570 -0.0316 0.8699 0.109 -1.762 -2.332
H 0.3861 0.8532 -0.3773 0.590 -2.420 -0.583
C 1.4599 0.3855 3.4183 -0.007 0.080 0.954
Cl 2.8871 1.3758 3.4367 0.847 -0.978 1.831
Cl 0.5031 0.7515 1.9564 2.108 -2.834 14.038
H 1.8072 -0.6468 3.3747 -0.499 0.058 0.333
H 0.9886 0.7517 4.3303 -0.657 -0.970 -0.230
C -1.3813 -4.3143 -1.2026 -1.019 -2.581 0.446
Cl 0.3803 -4.6442 -1.0701 -0.453 -0.411 -0.494
Cl -2.1211 -5.0536 -2.6627 0.382 0.546 0.274
H -1.7735 -4.9146 -0.3816 -0.122 0.145 -0.102
H -1.6193 -3.2641 -1.0340 -0.350 -1.259 -1.093
C 2.1256 3.0037 0.0575 0.820 -0.122 0.091
Cl 3.3285 2.9667 1.4242 -0.287 1.879 -2.714
Cl 0.5672 2.3512 0.5793 2.876 11.126 -3.256
H 1.9407 4.0025 -0.3380 0.342 -0.145 0.234
H 2.5549 2.3174 -0.6724 -0.295 0.239 -0.127
C -3.0602 1.3423 1.7113 -1.079 0.635 -0.172
Cl -4.8539 1.1190 1.9151 1.125 0.219 -0.031
Cl -2.4156 0.1988 0.5247 -2.433 -0.504 1.484
H -2.8671 2.3280 1.2881 -0.480 -0.089 0.022
H -2.5913 1.3362 2.6953 0.031 -0.731 -0.234
C -1.3539 2.4497 -0.9398 -0.899 0.338 -2.130
Cl -2.8742 2.0803 -1.7334 -0.972 0.024 -0.257
Cl -0.4736 3.4036 -2.2027 0.334 -0.024 0.782
H -1.5355 3.0280 -0.0339 -0.055 0.092 -0.599
H -0.8031 1.5284 -0.7500 -1.429 0.814 -1.024
C 2.0779 -1.9632 -2.2069 -0.116 -0.972 -0.858
Cl 3.0555 -2.8822 -3.3713 0.189 0.059 0.183
Cl 2.9935 -0.6570 -1.4283 -0.097 -0.161 -0.199
H 1.2121 -1.6222 -2.7746 0.777 0.417 0.078
H 1.6813 -2.6839 -1.4917 0.601 0.347 0.176
```
Forces are in eV/Å.

These are the natural (NBO) partial charges, in e, on atoms 1 to 5: number 1, C, carries -0.6258; number 2, N, carries 0.5234; number 3, O, carries -0.4282; number 4, O, carries -0.3951; number 5, H, carries 0.2539

Entry 2:
The following is a DFT calculation (ωB97M-V with the def2-TZVPD basis set) of a 2-piece molecular cluster, C7H15ClNO7 overall.

Calculated values
ΔE to the lowest compared entry with this formula, charge and spin: 0.0 kcal per mole
Max |F|: 1.8 eV/A
Net charge: -1
Total energy: -35841.2158 eV
M: 260.65 g mol⁻¹
Highest occupied orbital energy: -5.84 eV

XYZ file:
```
31
Properties=species:S:1:pos:R:3:forces:R:3
C -0.5633 0.5872 -3.3575 0.285 -0.329 -0.086
O -0.5993 0.4614 -1.9619 -0.475 -0.122 -0.121
C -1.2615 1.4972 -1.2615 0.152 -0.096 0.353
C -2.1965 0.9211 -0.2068 0.128 0.648 0.193
C -1.4763 0.4764 1.0586 -0.188 -0.598 -0.014
C -0.3661 -0.5459 0.7948 -0.768 0.286 0.438
N -0.1534 -1.3700 2.0190 1.071 0.011 -0.952
C -0.7536 -2.7060 1.8272 0.228 0.343 0.264
C 1.2036 -1.5888 2.3561 0.320 -0.331 1.746
O 1.5240 -2.0359 3.4505 -0.361 0.121 -1.485
O 2.1181 -1.2644 1.4095 -0.847 0.196 -0.265
H 0.4053 0.9561 -3.6934 0.081 0.269 -0.027
H -0.6927 -0.4042 -3.7927 -0.024 -0.126 -0.009
H -1.3624 1.2198 -3.7425 -0.089 0.191 -0.006
H -0.5060 2.1045 -0.7596 0.102 0.193 -0.016
H -1.8283 2.1433 -1.9334 -0.006 -0.029 -0.273
H -2.8742 1.7318 0.0741 -0.137 0.047 0.014
H -2.8222 0.1359 -0.6282 0.078 -0.231 -0.120
H -2.2010 0.0277 1.7408 -0.112 0.025 0.108
H -1.0526 1.3406 1.5646 0.071 0.133 0.082
H -0.7051 -1.1955 -0.0094 0.264 -0.110 -0.254
H 0.5081 0.0178 0.4860 0.219 -0.478 0.018
H -0.2368 -3.2422 1.0242 -0.071 -0.057 -0.189
H -0.6485 -3.2898 2.7336 -0.214 -0.008 0.198
H -1.7901 -2.5741 1.5428 -0.240 -0.089 0.105
H 2.6900 -2.0085 1.2240 0.529 -0.081 0.363
O 4.1117 2.1944 0.5570 0.020 -0.004 -0.012
Cl 3.1348 1.7209 -0.3927 -0.186 0.019 0.045
O 3.5854 0.4835 -0.9854 0.029 -0.058 -0.015
O 2.9368 2.7112 -1.4273 0.014 0.009 -0.040
O 1.8721 1.4942 0.2897 0.130 0.258 -0.045
```
Forces are in eV/Å.

These are the natural (NBO) partial charges, in e, on atoms 1 to 5: number 1, C, carries -0.2350; number 2, O, carries -0.5477; number 3, C, carries -0.0681; number 4, C, carries -0.4104; number 5, C, carries -0.3941

Entry 3:
The following is a DFT calculation (ωB97M-V with the def2-TZVPD basis set) of a 3-piece molecular cluster, C7H15INO overall.

Calculated values
ΔE to the lowest compared entry with this formula, charge and spin: 38.3 kcal per mole
Max |F|: 4.2 eV/A
Net charge: +1
Total energy: -19131.7909 eV
M: 256.11 g mol⁻¹
Highest occupied orbital energy: -13.24 eV

XYZ file:
```
25
Properties=species:S:1:pos:R:3:forces:R:3
C 0.9507 2.1280 -1.5847 0.071 1.131 -0.576
C 0.2995 1.4417 1.5621 -2.584 0.302 1.676
C -2.0633 1.1922 0.9114 0.002 -0.547 0.676
C -0.4830 -1.6839 1.1891 -0.974 2.323 0.635
C -1.2798 -0.8088 -1.1390 0.247 -0.828 1.059
C -0.8106 0.7313 0.8752 -0.660 0.689 -1.315
C -0.4168 -0.5389 0.1603 -1.082 0.313 -1.687
N 0.9582 -0.4546 -0.4494 3.998 -1.028 -0.590
O 0.9326 3.2121 -1.8746 -0.047 -0.462 0.164
I 3.1878 -1.7887 -2.5754 0.801 -0.063 -0.318
H -0.2520 2.0116 2.3635 1.352 -0.788 -0.107
H 0.7114 2.2056 0.9880 1.054 1.143 -1.276
H 1.0281 0.7220 1.8564 0.704 -0.085 1.004
H 4.7519 -1.4739 -2.2180 -0.556 -0.093 -0.019
H -2.9928 0.7734 0.5936 0.051 -0.966 -1.097
H -2.3990 1.9708 1.5544 0.737 1.047 0.574
H 0.4485 -1.8440 1.6830 0.686 -0.149 0.407
H -0.7912 -2.5170 0.6603 -0.532 -2.090 -0.611
H -1.2601 -1.3769 1.9479 0.872 -0.675 -0.794
H -2.2823 -0.5207 -1.0353 -1.537 0.198 0.905
H -1.0862 -0.2847 -2.0498 1.233 0.684 -0.401
H -1.3183 -1.8611 -1.3910 0.252 -0.361 0.041
H 1.8090 -0.0106 0.1279 -2.261 -2.007 -0.667
H 1.0937 0.2262 -1.2370 -1.229 -0.607 0.410
H 1.2641 -1.4511 -0.9188 -0.599 2.918 1.909
```
Forces are in eV/Å.

These are the natural (NBO) partial charges, in e, on atoms 1 to 5: number 1, C, carries 0.4756; number 2, C, carries -0.6643; number 3, C, carries -0.3778; number 4, C, carries -0.6184; number 5, C, carries -0.6424

Entry 4:
The following is a DFT calculation (ωB97M-V with the def2-TZVPD basis set) of C7H15N as an isolated structure.

Calculated values
ΔE to the lowest compared entry with this formula, charge and spin: 104.4 kcal per mole
Max |F|: 4.2 eV/A
Total energy: -8987.9611 eV
M: 113.20 g mol⁻¹
Highest occupied orbital energy: -7.63 eV

XYZ file:
```
23
Properties=species:S:1:pos:R:3:forces:R:3
C -1.9457 0.6665 1.5892 0.677 -0.200 0.629
C -1.4221 -0.5081 2.4809 0.115 0.392 -1.148
C -0.9071 0.9813 0.5110 0.989 -0.953 0.427
N -1.0351 -0.1204 -0.4515 0.070 0.629 -1.109
C 1.9455 0.2734 -1.1356 0.299 -0.806 1.052
C 1.9658 -1.2279 -0.6086 0.229 1.523 0.311
C 0.7815 0.4319 -2.1186 1.394 -1.664 1.578
C -0.5172 0.0392 -1.6519 -3.147 2.580 1.036
H -2.8526 0.3061 1.1154 -0.211 0.375 -0.169
H -2.1532 1.5652 2.1746 -0.040 -0.075 0.098
H -1.7144 -0.4300 3.5234 -0.178 -0.144 0.016
H -1.7495 -1.4459 2.0107 -0.005 0.148 0.480
H -0.3290 -0.5191 2.4118 -0.058 -0.004 0.302
H -1.0234 1.9588 0.0149 -0.352 -0.235 0.004
H 0.0869 1.0561 1.0141 -0.259 -0.062 -0.094
H 2.9845 0.3347 -1.4768 -0.504 0.766 -0.870
H 1.8517 1.0271 -0.3416 -0.050 -0.346 0.075
H 0.9722 -1.4960 -0.2619 -0.103 -0.535 -0.394
H 2.4243 -1.7718 -1.4345 -0.615 -0.532 0.083
H 2.6205 -1.3849 0.2514 0.102 0.364 -0.049
H 0.9505 0.9523 -3.0546 -0.379 -0.572 -0.322
H 0.3555 -0.8106 -2.1203 1.532 0.465 -1.585
H -1.2896 0.1220 -2.4416 0.492 -1.114 -0.355
```
Forces are in eV/Å.

These are the natural (NBO) partial charges, in e, on atoms 1 to 5: number 1, C, carries -0.3968; number 2, C, carries -0.6109; number 3, C, carries -0.2255; number 4, N, carries -0.6149; number 5, C, carries -0.4448

Entry 5:
The following is a DFT calculation (ωB97M-V with the def2-TZVPD basis set) of a single C7H15N molecule.

Calculated values
ΔE to the lowest compared entry with this formula, charge and spin: 48.8 kcal per mole
Max |F|: 2.2 eV/A
Total energy: -8990.3720 eV
M: 113.20 g mol⁻¹
Highest occupied orbital energy: -8.39 eV

XYZ file:
```
23
Properties=species:S:1:pos:R:3:forces:R:3
C -0.5515 -1.5025 -1.0543 0.375 -1.142 -1.121
N 0.1577 -0.9884 0.0771 0.268 0.676 0.422
C -0.2662 0.3233 0.6082 0.073 -1.368 0.816
C -0.5689 0.2003 2.1611 -0.283 1.428 -1.656
C 0.2030 1.2118 2.9871 -0.368 -1.260 -0.294
C -0.0628 2.5081 2.8696 0.672 0.314 0.785
C -0.2971 -0.9988 -2.5036 0.090 1.716 -0.203
C 1.1558 -0.6395 -2.8579 0.348 -0.150 -0.370
H -0.2958 -2.5545 -1.2514 -0.027 -0.141 1.045
H -1.5929 -1.4922 -0.7280 -0.214 0.061 -0.655
H 1.1634 -1.0327 0.0476 0.033 -0.230 -0.348
H -1.1995 0.5810 0.1107 0.297 0.513 -0.266
H 0.5607 1.0221 0.4941 -0.419 0.506 -0.354
H -1.5867 0.5652 2.3328 -0.214 -0.805 -0.192
H -0.4756 -0.8682 2.3254 0.172 0.152 0.812
H 0.8827 0.7032 3.6669 0.042 0.911 0.500
H -0.6516 2.9503 2.0778 -0.455 -0.427 -0.065
H 0.2734 3.2504 3.5869 0.519 -0.161 -0.142
H -0.6989 -1.7159 -3.2223 -0.047 -0.072 0.167
H -0.7751 -0.0328 -2.7425 -0.494 -0.381 0.433
H 1.8545 -1.4119 -3.1925 -0.275 -0.521 0.617
H 1.1530 -0.0051 -3.7429 -0.168 0.356 0.072
H 1.6184 -0.0731 -2.0499 0.074 0.025 -0.005
```
Forces are in eV/Å.

These are the natural (NBO) partial charges, in e, on atoms 1 to 5: number 1, C, carries -0.2144; number 2, N, carries -0.6474; number 3, C, carries -0.2144; number 4, C, carries -0.4723; number 5, C, carries -0.1673